No. 1
ORCA calculation (ωB97M-V/def2-TZVPD) on C5H16NOSn as an isolated structure.

- HOMO (alpha / beta) (eV) = 0.25 / 0.20
- net charge = -1
- HOMO-LUMO gap (alpha / beta) (Eh) = 0.1214 / 0.1212

XYZ file:
```
24
Properties=species:S:1:pos:R:3:forces:R:3
Sn 0.7040 0.3245 0.5915 5.593 -0.642 0.543
O -1.2983 -0.0716 0.0921 -2.782 1.307 1.062
N 0.0820 -0.7461 -2.2240 -0.931 0.243 -1.267
C -1.7345 -0.9363 1.2536 -0.083 1.218 -0.086
C -1.6876 1.4776 0.3566 -0.317 -1.763 0.986
C 4.4628 -1.0294 -2.1276 -0.106 0.161 -0.127
C -1.9144 1.5044 1.8944 0.116 -0.026 -0.189
C -2.1669 0.0450 2.3745 -0.688 -0.139 -0.223
H -1.0341 1.9382 2.4108 -0.440 -0.376 -0.555
H 3.5268 -0.5669 -1.8082 0.130 0.059 -0.052
H -0.8943 2.1979 0.0675 -0.010 -1.016 -0.150
H -2.5056 -1.6106 0.8693 -0.405 0.365 -0.014
H 4.4218 -1.3246 -3.1712 -0.080 0.093 -0.211
H -3.2484 -0.0928 2.5202 0.063 0.101 0.048
H -0.5686 -0.1104 -2.7283 0.649 -0.279 0.444
H -0.9137 -1.5584 1.6377 0.186 0.510 -0.691
H -1.6847 -0.1745 3.3437 0.030 0.156 -0.663
H 1.4969 1.8209 1.3159 -0.710 0.655 0.134
H -0.4790 -1.5760 -2.0646 0.028 -0.312 0.118
H 0.8010 -0.9975 -2.8978 0.082 0.005 0.034
H 4.6300 -1.9143 -1.5474 0.024 -0.557 0.425
H -2.5339 1.6194 -0.3149 -0.193 0.025 0.432
H 5.3077 -0.3687 -1.9679 0.015 0.253 -0.020
H -2.7690 2.1500 2.1241 -0.171 -0.042 0.021
```
Forces are in eV/Å.

These are the Löwdin partial charges, in e, on atoms 1 to 8: atom 1 (Sn): 0.39, atom 2 (O): -0.57, atom 3 (N): -0.08, atom 4 (C): -0.30, atom 5 (C): -0.18, atom 6 (C): -0.07, atom 7 (C): -0.24, atom 8 (C): -0.22


No. 2
ORCA calculation (ωB97M-V/def2-TZVPD) on one molecule with the formula C3H8N2.

- HOMO (eV) = -7.24
- SMILES string = C/C(N)=C/N
- HOMO-LUMO gap (Eh) = 0.3037

XYZ file:
```
13
Properties=species:S:1:pos:R:3:forces:R:3
N -0.4347 -1.5176 -0.4107 0.032 -0.624 -0.070
N 0.9658 -0.1477 1.6968 0.383 0.116 -0.463
C 0.1967 -0.2982 -0.6208 -1.839 4.030 1.459
C 0.7853 0.3745 0.4044 1.734 -1.944 0.657
C -0.7627 1.0007 -1.0632 0.369 -2.260 -1.735
H -1.4582 1.3814 -0.3112 0.335 -0.244 0.221
H -1.1906 -1.7357 -1.0409 0.144 -0.020 0.077
H -1.3559 0.5340 -1.8491 -0.344 0.538 -0.326
H 1.0147 -1.1555 1.7336 -0.004 -0.029 0.062
H -0.1715 1.7966 -1.5085 0.013 0.004 0.099
H -0.6253 -1.8040 0.5420 -0.216 0.173 -0.106
H 1.2970 1.3085 0.2274 -0.533 0.326 0.056
H 1.7394 0.2629 2.2002 -0.074 -0.065 0.068
```
Forces are in eV/Å.

These are the Löwdin partial charges, in e, on atoms 1 to 8: atom 1 (N): 0.04, atom 2 (N): 0.06, atom 3 (C): -0.34, atom 4 (C): -0.24, atom 5 (C): -0.07, atom 6 (H): 0.06, atom 7 (H): 0.07, atom 8 (H): 0.04


No. 3
ORCA calculation (ωB97M-V/def2-TZVPD) on C2H2N2OS as an isolated structure.

- HOMO (alpha / beta) (eV) = -8.74 / -8.74
- HOMO-LUMO gap (alpha / beta) (Eh) = 0.3212 / 0.3212

XYZ file:
```
8
Properties=species:S:1:pos:R:3:forces:R:3
S -2.1298 0.1655 -0.0070 -0.461 0.124 0.003
O -0.8364 1.1471 0.0045 2.113 -0.595 -0.008
N -1.3216 -1.2217 -0.0016 0.615 -0.731 0.011
N 1.5684 0.7716 0.0002 0.505 -0.214 -0.013
C 0.4197 0.3052 0.0047 -1.625 1.896 -0.002
C -0.0397 -1.0562 0.0073 -0.938 -0.380 -0.020
H 1.6972 1.7738 -0.0139 -0.320 0.088 0.019
H 0.6421 -1.8852 0.0059 0.111 -0.188 0.011
```
Forces are in eV/Å.

Formally, the Löwdin partial charges of the atoms, in units of the elementary charge, are as follows: atom 1 (S): 0.97, atom 2 (O): -0.42, atom 3 (N): -0.29, atom 4 (N): 0.17, atom 5 (C): -0.42, atom 6 (C): -0.19, atom 7 (H): 0.07, atom 8 (H): 0.12


No. 4
ORCA calculation (ωB97M-V/def2-TZVPD) on C41H37FMnN2O2S4 as an isolated structure.

- HOMO (alpha / beta) (eV) = -10.26 / -10.27
- net charge = +1
- HOMO-LUMO gap (alpha / beta) (Eh) = 0.2805 / 0.2810
- spin multiplicity = 5

XYZ file:
```
88
Properties=species:S:1:pos:R:3:forces:R:3
Mn -20.3063 -0.0883 -1.8925 0.421 -0.455 -0.833
S -18.9857 -1.3522 -3.8513 -0.984 -0.406 -0.101
S -20.0850 3.1051 -2.7620 0.206 -0.150 1.560
S -15.9235 0.3815 -1.3967 -1.156 0.218 -1.057
S -24.4260 1.4211 -3.2194 -1.265 0.457 0.229
F -24.6185 -5.2925 -2.0253 0.500 0.336 -0.223
O -19.5825 1.7309 -2.3039 -0.055 0.950 -0.530
O -17.2849 0.2821 -2.0834 1.256 0.112 0.535
N -21.4174 -2.4479 -4.4698 1.330 0.831 1.015
N -22.1128 0.4634 -3.3543 1.208 -0.222 1.151
C -20.5946 -4.0113 -6.4733 0.421 0.204 -0.080
C -22.9400 0.9700 -2.4804 -0.830 0.307 -1.458
C -18.6594 4.1576 -2.3626 -0.463 0.820 1.068
C -20.8575 3.9702 -5.2233 -0.725 -0.110 0.775
C -16.7747 -0.4750 2.9483 -0.574 0.509 -0.639
C -21.5569 0.6993 -0.4723 0.369 0.507 -0.495
C -23.3256 2.3279 1.0158 -1.177 1.181 -0.748
C -23.6006 1.9980 -0.3034 -0.108 -0.477 -1.034
C -21.8967 0.1277 -5.7994 0.357 -0.201 -1.388
C -20.8548 3.8933 -6.6191 -0.174 0.938 -0.125
C -22.5329 0.1577 -7.0451 -1.145 0.391 1.287
C -17.5795 0.2532 0.7531 -0.511 -0.085 1.322
C -21.9139 -4.0716 -6.0429 -1.194 -0.066 0.015
C -22.3183 -3.2304 -5.0658 0.933 -0.461 0.104
C -15.2186 -0.2158 1.1451 -0.016 0.071 -0.421
C -23.9056 -3.1591 -1.3616 0.856 0.798 -0.451
C -15.5080 2.1610 -1.3228 -0.106 0.023 -0.643
C -18.9853 2.3942 -6.4837 -0.809 -0.570 -1.673
C -22.6883 1.2448 -1.0828 -0.356 -0.038 1.600
C -17.2922 3.5228 -2.5138 0.065 -0.977 -0.068
C -16.2563 0.1567 0.3169 -1.224 0.014 0.046
C -19.9974 3.1583 -4.4677 -0.176 -0.572 -2.552
C -16.7124 3.0720 -1.1565 -0.215 0.239 -0.398
C -23.8999 0.9196 -4.7793 -0.669 0.245 -0.421
C -21.3133 1.0276 0.8585 0.016 0.142 -0.321
C -20.0797 -2.3768 -4.7245 0.298 -0.537 -1.130
C -24.5766 0.9786 -6.0221 0.700 0.039 0.195
C -23.8795 0.5702 -7.1645 -0.484 0.221 1.128
C -20.4043 -1.8061 -0.7860 0.164 0.614 0.865
C -21.4765 -2.7155 -1.2010 -0.961 0.117 -0.562
C -22.2963 -4.8546 -1.9697 -0.897 0.792 -0.256
C -19.6783 -3.1968 -5.8532 0.389 0.534 0.612
C -23.5960 -4.4057 -1.8366 -0.683 -0.853 0.445
C -19.1284 2.2945 -5.1490 0.531 -0.021 2.426
C -22.5971 0.4708 -4.6420 0.330 -0.184 -0.782
C -22.1501 1.8778 1.5680 0.246 0.134 0.792
C -19.8933 3.1101 -7.2521 -0.365 0.783 0.767
C -17.8193 -0.0633 2.1026 1.150 -0.219 -0.037
C -21.2517 -3.9867 -1.7161 1.592 -1.246 1.055
C -22.8249 -2.3170 -1.0902 -0.622 0.709 0.485
C -15.4744 -0.5134 2.4690 -0.503 -0.109 0.178
H -18.8784 4.3748 -1.2791 0.345 0.212 -1.000
H -23.9917 3.0675 1.5301 0.671 -1.054 -0.330
H -17.3843 2.6001 -3.0825 -0.075 -0.077 -0.222
H -18.4423 0.5795 0.1440 0.911 -0.297 0.036
H -20.4101 0.6741 1.3162 0.255 -0.168 0.311
H -21.9164 2.2439 2.5704 0.205 -0.413 -0.227
H -25.5830 1.3938 -6.0769 0.229 -0.268 -0.024
H -22.2121 -5.8621 -2.2719 0.584 -0.971 -0.254
H -21.5653 4.5407 -7.1946 0.714 -0.885 0.555
H -18.6270 -3.1699 -6.1893 -0.753 0.064 0.339
H -16.4153 3.9591 -0.5868 -0.162 -0.219 0.178
H -17.5052 2.5154 -0.6321 0.208 0.414 0.012
H -24.5230 2.2769 -0.8196 0.151 0.355 0.535
H -18.7479 5.0723 -2.9767 -0.281 -0.344 0.459
H -23.2668 -3.2022 -4.6125 -1.167 -0.009 0.169
H -21.6216 4.5758 -4.6948 0.617 -0.285 -0.443
H -17.0154 -0.7274 3.9792 0.216 0.019 -0.210
H -23.1067 -1.3182 -0.6969 0.565 -0.710 -0.272
H -18.5548 1.5483 -4.5773 -0.209 0.456 -0.273
H -14.7202 -0.8144 3.1523 0.806 -0.189 0.247
H -20.3388 -4.6111 -7.3300 0.413 -0.136 -0.053
H -18.3141 1.7399 -6.9839 0.651 -0.365 -0.320
H -20.2160 -4.4269 -1.6347 -1.095 0.703 -0.556
H -14.8047 2.2720 -0.5208 0.423 -0.069 0.505
H -16.6336 4.1653 -3.1099 0.024 0.027 0.438
H -24.4301 0.5920 -8.1061 0.484 -0.059 0.116
H -14.9727 2.3813 -2.2494 -0.016 -0.058 -0.027
H -18.7758 -0.0184 2.5770 -0.682 0.123 -0.231
H -22.6616 -4.7446 -6.4310 0.190 -0.103 -0.375
H -14.2549 -0.2763 0.6554 0.310 -0.158 0.478
H -19.8619 3.0699 -8.3154 0.099 -0.024 -0.631
H -21.7147 -1.9096 -3.6660 -0.193 0.106 0.045
H -22.0587 -0.1482 -7.9391 0.810 -0.227 -0.597
H -19.3768 -2.1911 -0.8214 -0.326 -0.111 0.006
H -24.9162 -2.7883 -1.2760 -0.094 -0.225 0.137
H -20.8424 -0.1457 -5.7913 -0.247 0.064 0.328
H -20.6739 -1.4046 0.1991 0.535 -0.395 -0.079
```
Forces are in eV/Å.

These are the Löwdin partial charges, in e, on atoms 1 to 8: atom 1 (Mn): 0.73, atom 2 (S): 0.72, atom 3 (S): 1.06, atom 4 (S): 1.02, atom 5 (S): 1.16, atom 6 (F): 0.04, atom 7 (O): -0.60, atom 8 (O): -0.61


No. 5
ORCA calculation (ωB97M-V/def2-TZVPD) on a 2-piece molecular cluster, C3H8OS overall.

- HOMO (eV) = -8.54
- SMILES string = C=O.CSC
- HOMO-LUMO gap (Eh) = 0.3467

XYZ file:
```
13
Properties=species:S:1:pos:R:3:forces:R:3
S 0.6656 0.6831 0.0964 -0.209 -0.129 -0.186
O -2.5406 -1.1609 -0.2009 0.066 -0.372 -0.074
C 0.8351 -1.1040 -0.1828 0.148 0.414 0.373
C -2.5838 -0.2921 0.6234 0.445 -0.174 -0.288
C 2.2666 1.3071 -0.4101 0.426 -0.148 -0.003
H 2.4829 1.2106 -1.4758 -0.260 -0.157 0.017
H 1.2280 -1.5912 0.7092 -0.098 -0.058 -0.049
H 3.0681 0.8273 0.1513 0.001 0.030 0.034
H 2.2717 2.3629 -0.1747 0.005 0.241 0.111
H 1.4993 -1.2994 -1.0078 0.222 0.018 -0.372
H -1.8244 -0.2015 1.4164 -0.053 -0.010 0.127
H -0.1495 -1.4698 -0.4359 -0.196 -0.220 0.075
H -3.3541 0.4640 0.5603 -0.495 0.566 0.235
```
Forces are in eV/Å.

These are the Löwdin partial charges, in e, on atoms 1 to 8: atom 1 (S): 0.72, atom 2 (O): -0.02, atom 3 (C): -0.40, atom 4 (C): -0.16, atom 5 (C): -0.45, atom 6 (H): 0.04, atom 7 (H): 0.04, atom 8 (H): 0.03


No. 6
ORCA calculation (ωB97M-V/def2-TZVPD) on C35H29N4NiP2Se as an isolated structure.

- HOMO (alpha / beta) (eV) = -9.53 / -9.53
- net charge = +1
- HOMO-LUMO gap (alpha / beta) (Eh) = 0.1767 / 0.1768

XYZ file:
```
72
Properties=species:S:1:pos:R:3:forces:R:3
Se 2.2063 2.4508 3.1391 -0.002 0.065 -0.260
Ni 0.2139 0.2567 0.6700 -1.336 0.771 -0.264
P -1.9138 -0.3946 0.8809 -0.506 0.876 -0.026
P 1.0628 1.3227 -2.4492 -0.112 0.449 0.212
N 0.8885 -0.9625 2.1206 -0.350 -0.005 -0.008
N 1.5732 1.2323 2.0229 -0.097 -0.211 0.159
N 2.2922 1.3508 4.4959 0.032 -0.165 0.305
N -0.6327 1.9106 0.0840 0.474 -1.530 0.325
C 2.0938 -2.0600 -0.4007 -0.058 -0.112 -0.017
C 4.1658 2.3323 -5.7084 0.027 0.040 -0.013
C 3.1181 0.5100 -0.6199 -0.014 -0.111 0.158
C 0.7282 -2.0288 2.8673 0.047 0.160 -0.701
C 1.1254 -2.0909 4.2245 0.356 0.164 0.533
C 1.3731 -1.0842 -1.0920 0.488 -0.094 -0.317
C 2.0297 2.5956 -4.6494 0.016 -0.018 0.080
C -2.2243 3.4912 0.1396 -0.225 -0.516 0.445
C 1.8909 0.2139 -1.2310 0.048 -0.219 -0.299
C -2.4507 -2.9407 1.8336 -0.038 0.063 -0.023
C -1.1507 3.9644 -0.6264 0.786 -0.208 -0.263
C -4.1722 -1.4026 -0.4443 -0.015 0.028 0.059
C -2.6331 1.2280 1.3761 0.379 -0.177 0.277
C -1.8744 2.2213 0.5687 -0.471 0.742 -0.326
C -2.6582 -3.5209 4.1563 -0.002 -0.003 0.016
C 3.8133 -0.4579 0.0825 0.068 0.114 0.004
C 1.0766 2.9102 -1.4317 0.202 -0.765 -0.050
C -2.6227 -3.8984 2.8202 0.023 -0.051 0.028
C -2.3254 -1.5915 2.1745 0.351 -0.220 -0.111
C -2.3896 -0.5444 -1.8286 0.050 0.039 0.158
C -0.1786 2.9695 -0.6485 -0.526 0.526 -0.038
C -4.3891 -1.4001 -2.8400 0.036 0.020 -0.027
C 2.3917 1.6835 -3.6536 0.053 -0.093 -0.039
C 1.8371 0.1728 4.0991 -0.098 0.175 -0.412
C 3.3081 -1.7502 0.1813 -0.089 -0.104 0.037
C 3.6455 1.0820 -3.7178 -0.093 0.030 -0.019
C 4.5283 1.4134 -4.7373 0.052 -0.022 -0.020
C 1.4308 0.1187 2.7244 0.789 0.649 0.806
C 1.6794 -1.0120 4.8576 -0.157 -0.479 0.027
C -2.3352 -1.2251 3.5192 -0.076 0.078 -0.035
C -2.5128 -2.1852 4.5039 0.010 -0.029 0.031
C -4.9098 -1.6799 -1.5828 -0.049 -0.028 0.005
C -3.1350 -0.8215 -2.9636 -0.014 -0.023 -0.037
C -2.9018 -0.8426 -0.5675 0.436 -0.102 -0.140
C 2.9105 2.9245 -5.6647 0.008 0.002 0.001
H 1.9804 -1.0495 5.8959 -0.012 0.017 -0.004
H -2.7256 -4.9413 2.5502 -0.026 0.014 -0.019
H -3.7031 1.2541 1.1720 -0.016 -0.080 -0.001
H -2.5341 -1.8909 5.5451 -0.021 0.012 -0.009
H -2.8047 -4.2676 4.9258 0.012 0.003 -0.004
H 5.5054 0.9485 -4.7725 -0.018 -0.019 -0.008
H -1.4180 -0.0696 -1.9102 -0.025 -0.007 -0.098
H 4.8561 2.5840 -6.5027 0.000 -0.004 0.007
H 4.7713 -0.2200 0.5290 -0.009 0.018 -0.018
H -2.2133 -0.1883 3.8075 0.001 -0.015 0.005
H -2.4258 -3.2363 0.7912 -0.006 -0.022 0.017
H 3.5513 1.4966 -0.7257 -0.017 0.019 -0.023
H 1.0401 3.0408 -4.6258 0.012 0.026 -0.047
H 1.9612 2.8468 -0.7904 0.025 0.298 -0.068
H -1.0598 4.9142 -1.1295 -0.060 0.017 0.013
H 1.6985 -3.0668 -0.3338 0.023 -0.002 -0.023
H 1.1710 3.7675 -2.0927 -0.006 0.029 -0.014
H -3.1435 4.0046 0.3745 0.003 -0.008 -0.041
H 2.6169 3.6329 -6.4282 -0.006 0.004 0.008
H 0.4965 -1.3756 -1.6591 -0.106 0.086 0.098
H -2.7331 -0.5896 -3.9410 0.000 0.014 0.008
H -4.5869 -1.6146 0.5338 -0.007 -0.031 -0.014
H 0.2795 -2.8889 2.3853 -0.064 -0.013 0.085
H 3.8695 -2.5121 0.7080 0.001 0.001 -0.026
H -4.9658 -1.6310 -3.7259 -0.015 0.013 0.011
H 3.9383 0.3419 -2.9853 0.024 0.003 0.006
H -2.4824 1.3847 2.4498 -0.055 -0.064 -0.029
H 0.9814 -3.0175 4.7616 -0.037 -0.016 -0.047
H -5.8948 -2.1184 -1.4920 0.003 0.008 0.015
```
Forces are in eV/Å.

These are the Löwdin partial charges, in e, on atoms 1 to 8: atom 1 (Se): 1.27, atom 2 (Ni): 0.33, atom 3 (P): 1.11, atom 4 (P): 1.10, atom 5 (N): 0.06, atom 6 (N): -0.22, atom 7 (N): -0.21, atom 8 (N): -0.03


Number 1: calculated total energy -14807.983 eV. Number 2: calculated total energy -6218.728 eV. Number 3: calculated total energy -17967.770 eV. Number 4: calculated total energy -127565.216 eV. Number 5: calculated total energy -16122.364 eV. Number 6: calculated total energy -167687.089 eV.